#one
Formula: C30H30N9O6SW
Source: the OMol25 dataset
Level of theory: wB97M-V/def2-TZVPD

Calculated values
* frontier orbital gap: 7.045 eV
* HOMO level: -10.642 eV

```
! wB97M-V def2-TZVPD RIJCOSX def2/J DEFGRID3
* xyz 1 1
W -0.1554 0.3204 -0.7028
C -4.5725 0.7603 1.6799
O -3.8723 1.9888 1.4810
C -2.6307 2.0301 2.0543
C -2.3542 2.9511 3.0560
C -1.0714 3.0818 3.5721
C -0.0304 2.2971 3.0953
C -0.2975 1.3718 2.0980
C 0.6624 0.5498 1.3123
N 1.4595 1.1416 0.3598
N 2.6986 0.4842 0.1854
C 2.5144 -0.6841 -0.3030
O 1.2758 -1.0538 -0.6626
C 3.5901 -1.6826 -0.4081
C 4.8819 -1.3526 0.0004
C 5.8946 -2.2902 -0.0950
C 5.6274 -3.5605 -0.5910
C 4.3415 -3.8922 -0.9907
C 3.3253 -2.9542 -0.9030
C -1.5861 1.2265 1.6030
O -1.7064 0.4108 0.5094
H -4.6659 0.5419 2.7459
H -4.0631 -0.0670 1.1826
H -5.5640 0.8983 1.2553
H -3.1623 3.5802 3.4065
H -0.8844 3.8140 4.3461
H 0.9748 2.4178 3.4787
H 0.9963 -0.3916 1.7504
H 5.0799 -0.3655 0.3949
H 6.8965 -2.0337 0.2225
H 6.4235 -4.2900 -0.6622
H 4.1280 -4.8832 -1.3702
H 2.3193 -3.2099 -1.1999
N 2.6438 2.4509 -2.1242
N 2.7174 1.3716 -3.0033
C 1.6704 0.5437 -3.2676
O 1.7424 -0.2950 -4.1435
O 0.5593 0.6909 -2.5451
H 2.9360 3.2964 -2.5990
H 3.2378 2.2766 -1.3195
H 3.5491 1.1964 -3.5458
N -3.9586 0.9691 -2.8176
C -3.0728 0.1100 -2.3185
N -2.0027 0.7839 -1.9555
C -2.3200 2.0771 -2.2211
N -3.5044 2.2321 -2.7567
C -1.4260 3.0991 -1.7362
C -1.5778 4.4462 -1.9988
N -0.7862 5.3608 -1.4496
C 0.1517 4.9063 -0.6389
C 0.3378 3.5503 -0.3838
N -0.4521 2.6332 -0.9295
H -4.8760 0.7806 -3.1893
H -3.2290 -0.9480 -2.2150
H -2.3631 4.7917 -2.6590
H 0.8010 5.6291 -0.1606
H 1.1224 3.1806 0.2579
C -0.0983 -7.9856 -0.4379
C -0.1605 -6.5816 -0.9657
C 0.6473 -6.1813 -2.0259
C 0.6214 -4.8760 -2.4900
C -0.2386 -3.9671 -1.8934
C -1.0596 -4.3368 -0.8350
C -1.0112 -5.6423 -0.3798
S -0.2419 -2.3035 -2.5150
C -1.4934 -2.4420 -3.7794
O -0.9689 -1.5167 -1.3744
H 0.3260 -8.6687 -1.1714
H -1.0896 -8.3457 -0.1639
H 0.5249 -8.0261 0.4576
H 1.3135 -6.8977 -2.4900
H 1.2742 -4.5699 -3.3006
H -1.7000 -3.6037 -0.3639
H -1.6406 -5.9419 0.4491
H -2.4216 -2.8457 -3.3796
H -1.0837 -3.1241 -4.5255
H -1.6111 -1.4582 -4.2315
*
```

---

#two
Formula: C30H30N9O6SW
Source: the OMol25 dataset
Level of theory: wB97M-V/def2-TZVPD

Calculated values
* frontier orbital gap: 7.089 eV
* HOMO level: -10.613 eV

```
! wB97M-V def2-TZVPD RIJCOSX def2/J DEFGRID3
* xyz 1 1
W 0.8967 0.4046 -0.2087
C 5.0149 -0.6749 1.9438
O 5.0120 0.7039 2.3004
C 3.8316 1.3105 2.6155
C 3.8913 2.3351 3.5553
C 2.7503 3.0139 3.9641
C 1.5102 2.6861 3.4306
C 1.4497 1.6953 2.4635
C 0.2159 1.3357 1.6963
N -0.0191 2.1243 0.6050
N -1.3921 2.2975 0.2089
C -1.9171 1.1437 -0.0738
O -1.1978 0.0610 -0.0612
C -3.3157 1.1007 -0.5622
C -3.7391 -0.0153 -1.2755
C -5.0281 -0.0621 -1.7847
C -5.8951 0.9994 -1.5679
C -5.4748 2.1081 -0.8417
C -4.1866 2.1630 -0.3372
C 2.5862 1.0175 2.0553
O 2.4043 0.1144 1.0512
H 6.0422 -1.0077 2.0708
H 4.7042 -0.8297 0.9121
H 4.3600 -1.2464 2.6035
H 4.8607 2.5703 3.9752
H 2.8372 3.7971 4.7047
H 0.6147 3.2111 3.7374
H -0.6480 0.9677 2.2448
H -3.0570 -0.8391 -1.4387
H -5.3501 -0.9239 -2.3550
H -6.9019 0.9637 -1.9635
H -6.1564 2.9297 -0.6660
H -3.8474 3.0198 0.2289
N 0.1797 1.6741 -1.9633
N -0.6731 0.9321 -2.7921
C -0.5019 -0.4412 -2.7451
O -1.0349 -1.1922 -3.5260
O 0.2886 -0.8140 -1.7665
H -0.3640 2.4073 -1.5013
H 0.9500 2.0739 -2.4904
H -1.0203 1.3486 -3.6409
N 4.2188 -1.5244 -2.2588
C 2.9408 -1.5792 -1.8766
N 2.6295 -0.4028 -1.3715
C 3.7627 0.3235 -1.4665
N 4.7657 -0.3099 -2.0139
C 3.7102 1.7058 -0.9788
C 4.8088 2.5314 -0.9222
N 4.7021 3.7843 -0.4661
C 3.5068 4.1846 -0.0861
C 2.3756 3.3531 -0.1288
N 2.4825 2.1069 -0.5762
H 4.7676 -2.2439 -2.7014
H 2.2807 -2.4222 -1.9863
H 5.7793 2.1745 -1.2395
H 3.4033 5.1930 0.2946
H 1.4033 3.6606 0.2292
C -5.4092 -3.8456 -1.2798
C -4.1385 -3.4286 -0.5944
C -2.9096 -3.5016 -1.2491
C -1.7376 -3.1117 -0.6222
C -1.8090 -2.6327 0.6764
C -3.0185 -2.5152 1.3441
C -4.1755 -2.9325 0.7066
S -0.3593 -2.0877 1.5270
C 0.3427 -3.6660 1.9352
O 0.6722 -1.6208 0.4732
H -5.2243 -4.1644 -2.3042
H -6.1242 -3.0218 -1.3026
H -5.8845 -4.6716 -0.7490
H -2.8699 -3.8469 -2.2747
H -0.7986 -3.1184 -1.1596
H -3.0632 -2.0940 2.3415
H -5.1263 -2.8447 1.2182
H 0.4183 -4.2557 1.0236
H -0.3220 -4.1477 2.6519
H 1.3198 -3.4912 2.3808
*
```

---

Which is most stable, and by how much? #two, by 0.0202 hartree.

---

#one
Formula: H4NP3
Source: the OMol25 dataset
Level of theory: wB97M-V/def2-TZVPD

Calculated values
* frontier orbital gap (spin up / spin down): 7.151 / 7.154 eV
* HOMO level (spin up / spin down): -8.722 / -8.725 eV

```
! wB97M-V def2-TZVPD RIJCOSX def2/J DEFGRID3
* xyz 0 1
N 4.2181 -0.1831 -0.1244
P 0.4844 1.4362 -0.0882
P 2.7147 -0.2304 0.0052
P -0.6632 -0.4050 -0.1733
H 2.1299 -1.4402 0.5770
H 0.3326 1.3654 1.4156
H -1.9054 0.1498 -0.0205
H -1.1799 -0.4040 -1.5510
*
```

---

#two
Formula: H4NP3
Source: the OMol25 dataset
Level of theory: wB97M-V/def2-TZVPD

Calculated values
* frontier orbital gap (spin up / spin down): 6.965 / 6.966 eV
* HOMO level (spin up / spin down): -8.038 / -8.038 eV

```
! wB97M-V def2-TZVPD RIJCOSX def2/J DEFGRID3
* xyz 0 1
N 2.6897 -0.9366 -0.5660
P 1.2897 -0.2226 -0.4852
P -1.6545 0.7461 -0.6657
P -0.9584 0.1550 1.2804
H -1.4881 -0.4358 -1.2781
H 3.2888 -1.2757 0.2164
H -2.9565 0.6959 -0.2574
H -0.2107 1.2738 1.7555
*
```

---

Which is most stable, and by how much? #two, by 0.0500 hartree.

---

#one
Formula: CH3O3Si
Source: the OMol25 dataset
Level of theory: wB97M-V/def2-TZVPD

Calculated values
* frontier orbital gap: 4.928 eV
* HOMO level: -2.541 eV

```
! wB97M-V def2-TZVPD RIJCOSX def2/J DEFGRID3
* xyz -1 1
C 3.2503 0.0632 1.2301
O 4.0865 0.0018 2.0971
O 3.1422 0.9085 0.2688
O -2.4692 -0.4886 -0.7144
Si 1.5641 -0.1448 0.4497
H -2.2720 -1.3893 -1.0217
H 1.4295 -0.5986 -1.0214
H 0.3679 0.6205 0.9584
*
```

---

#two
Formula: CH3O3Si
Source: the OMol25 dataset
Level of theory: wB97M-V/def2-TZVPD

Calculated values
* frontier orbital gap: 8.027 eV
* HOMO level: -3.681 eV

```
! wB97M-V def2-TZVPD RIJCOSX def2/J DEFGRID3
* xyz -1 1
C 1.6382 -0.0451 -0.1632
O 1.8113 -0.9691 0.7402
O 2.3669 0.6104 -0.9240
O -0.8522 -1.6880 -0.8452
Si -0.2171 -0.5978 0.0456
H -2.3383 1.0433 0.0181
H -2.0466 1.7275 -0.2579
H -0.3622 -0.0811 1.3863
*
```

---

#three
Formula: CH3O3Si
Source: the OMol25 dataset
Level of theory: wB97M-V/def2-TZVPD

Calculated values
* frontier orbital gap: 8.223 eV
* HOMO level: -4.263 eV

```
! wB97M-V def2-TZVPD RIJCOSX def2/J DEFGRID3
* xyz -1 1
C -1.1424 0.0095 -0.6829
O -0.3836 0.0785 -1.6389
O -2.2070 -0.6353 -0.5692
O 0.1886 0.1455 2.1513
Si -0.1480 0.9023 0.8498
H 1.8568 -1.4755 -0.6278
H 1.1036 -1.1390 -0.3984
H 0.7321 2.1140 0.9162
*
```

---

Which is most stable, and by how much? #two, by 0.0145 hartree.